[1]
{"formula": "C32H80F6N5O16S2", "method": "the ωB97M-V functional and the def2-TZVPD basis", "symbols": ["S", "S", "F", "F", "F", "F", "F", "F", "O", "O", "O", "O", "O", "O", "O", "O", "O", "O", "O", "O", "O", "O", "O", "O", "N", "N", "N", "N", "N", "C", "C", "C", "C", "C", "C", "C", "C", "C", "C", "C", "C", "C", "C", "C", "C", "C", "C", "C", "C", "C", "C", "C", "C", "C", "C", "C", "C", "C", "C", "C", "C", "H", "H", "H", "H", "H", "H", "H", "H", "H", "H", "H", "H", "H", "H", "H", "H", "H", "H", "H", "H", "H", "H", "H", "H", "H", "H", "H", "H", "H", "H", "H", "H", "H", "H", "H", "H", "H", "H", "H", "H", "H", "H", "H", "H", "H", "H", "H", "H", "H", "H", "H", "H", "H", "H", "H", "H", "H", "H", "H", "H", "H", "H", "H", "H", "H", "H", "H", "H", "H", "H", "H", "H", "H", "H", "H", "H", "H", "H", "H", "H"], "coordinates": [[-20.59869, -5.42976, -0.73789], [-20.44300, -1.25083, 1.58824], [-20.81832, -2.08151, 4.02004], [-20.32918, -6.68276, -3.14087], [-18.84293, -2.49130, 3.30824], [-22.29969, -5.81438, -2.82525], [-21.71445, -7.59827, -1.80014], [-20.50963, -3.72514, 2.63381], [-24.12414, -8.67329, -8.80094], [-20.45989, -4.05478, -1.18056], [-23.05321, -2.50937, -2.80895], [-19.44443, -1.53677, 0.56558], [-19.29957, -6.03041, -0.47968], [-18.35386, -11.25452, -1.37033], [-21.53594, -5.66536, 0.32722], [-21.82048, -1.47874, 1.17031], [-20.18265, 1.00530, -3.45172], [-20.74906, -11.29522, 1.52128], [-15.90600, -4.93438, -1.79579], [-17.75683, -7.57883, 2.05230], [-22.52131, -5.77406, -7.23216], [-20.22816, -0.00008, 2.25499], [-25.08813, -0.61851, 3.31534], [-26.14218, -5.18925, 0.92180], [-22.25833, -6.72220, -9.88536], [-24.80618, -2.88008, 1.65929], [-16.96961, -5.27644, 0.82134], [-20.92142, -12.53303, -0.80706], [-20.78142, -1.42132, -1.92839], [-17.11116, -8.80664, 2.35358], [-19.67235, 2.23852, -3.86476], [-21.25984, -6.40172, -2.23936], [-22.79227, -4.86214, -8.23314], [-17.29334, -6.56157, 2.92477], [-23.03030, -1.09317, -2.95884], [-22.16007, -12.30181, -0.03377], [-26.38906, -0.03886, 3.26000], [-21.98207, -0.56032, -2.00063], [-19.22678, -0.02194, -3.48103], [-22.08207, -5.27986, -9.49114], [-25.13347, -9.26054, -7.99553], [-23.10149, -5.47612, -5.96819], [-16.75013, -3.94073, 0.16461], [-24.84449, -5.06473, 0.37360], [-23.61074, -7.01619, -10.46066], [-20.47034, -10.39073, 2.56429], [-20.13401, -2.49728, 2.94369], [-17.36772, -5.21100, 2.26924], [-24.28293, -3.05143, -3.24925], [-19.25497, -11.59611, -2.40026], [-16.23969, -5.67446, -2.95379], [-18.49358, -9.91732, -0.90876], [-24.04723, -4.07883, 1.18456], [-27.00277, -6.04244, 0.24109], [-25.08882, -1.92084, 3.88883], [-16.93295, -4.09864, -1.32016], [-19.84854, -1.35450, -3.08616], [-20.66754, -11.50265, -1.89920], [-21.98288, -11.10898, 0.88363], [-25.63323, -2.95492, 2.92498], [-24.60410, -7.55237, -9.46215], [-19.35809, 2.23740, -4.91774], [-17.87011, -6.63080, 3.85016], [-21.00981, -5.10169, -9.38462], [-23.04114, -12.25854, -0.66894], [-21.55926, -6.88416, -10.60958], [-24.79920, -6.77188, -8.71040], [-15.28720, -6.03573, -3.33076], [-26.94355, 0.09168, 4.19564], [-20.19258, -1.32706, -1.05479], [-26.28242, 0.96520, 2.85771], [-17.73247, -5.77410, 0.31542], [-16.01709, -8.69467, 2.35118], [-24.18708, -5.34241, -6.01052], [-17.33087, -9.42380, 1.48590], [-20.91557, -10.56330, -1.42213], [-26.06358, -9.32089, -8.56364], [-21.03554, -2.42038, -1.72304], [-17.33666, -9.24507, 3.32858], [-24.02014, -2.06307, 4.07958], [-24.94883, -4.88797, -0.70962], [-27.94914, -6.15015, 0.76237], [-23.27092, -3.68102, 0.54054], [-23.47652, -7.80496, -11.20638], [-18.81119, 2.63948, -3.31898], [-24.25463, -4.13267, -3.16382], [-15.76538, -3.54066, 0.37786], [-22.74568, -0.89905, -4.00429], [-18.91938, -12.56729, -2.76504], [-18.87204, -0.12503, -4.51288], [-16.26647, -6.77468, 3.24260], [-27.21846, -5.71772, -0.79134], [-17.56006, -3.30787, 0.53110], [-17.49361, -9.67466, -0.55833], [-16.70843, -5.01152, -3.68044], [-22.47997, -3.82429, -8.05550], [-21.66485, 0.45073, -2.21415], [-22.44946, -0.61671, -1.01941], [-22.37911, -13.10266, 0.67659], [-23.87453, -4.75322, -8.38485], [-25.54592, -3.94889, 3.35913], [-24.35053, -6.04543, 0.39317], [-19.11525, -2.13083, -2.86812], [-25.20185, -2.59307, -2.87502], [-20.14611, -12.52024, -0.12604], [-22.13902, -7.33785, -9.07071], [-21.09311, -10.50793, 3.45563], [-16.86248, -6.54366, -2.73406], [-22.90113, -6.23140, -5.21420], [-18.40021, 0.19078, -2.79384], [-24.00827, -0.63754, -2.79547], [-19.13766, -10.93101, -3.26460], [-22.30302, -4.69184, -10.38121], [-19.47570, -10.61488, 2.94621], [-22.58718, -4.56596, -5.63817], [-26.65964, -2.84274, 2.59269], [-27.02224, -0.66837, 2.62714], [-23.67027, -4.64529, 2.02980], [-24.32265, -2.85277, -4.33604], [-22.77616, -10.98777, 1.62341], [-19.19262, -9.80267, -0.07638], [-24.06142, -2.19029, 1.86907], [-20.43578, 3.01174, -3.80479], [-25.55034, -7.69566, -9.99204], [-21.00270, -13.45413, -1.23914], [-25.29188, -8.64969, -7.09625], [-21.94011, -10.18575, 0.28533], [-16.85710, -3.09502, -1.76400], [-25.26344, -2.45217, 0.85282], [-17.91645, -4.44651, -1.64418], [-26.62197, -7.06173, 0.05979], [-25.57864, -2.01616, 4.86267], [-20.40415, -1.75196, -3.93854], [-24.86468, -10.24377, -7.62020], [-16.08830, -5.77890, 0.70088], [-24.01392, -6.18014, -11.02607], [-18.76901, -9.20700, -1.69168], [-16.67014, -4.53616, 2.76168], [-20.47773, -9.36398, 2.19048], [-21.31862, -11.82883, -2.71036], [-18.35946, -4.76662, 2.23371]], "forces_ev_per_a": [[0.66, 0.29, 0.60], [0.03, 1.28, 0.81], [-0.25, -0.45, -0.18], [0.23, 0.48, -0.28], [0.02, -0.38, -0.39], [0.08, 0.47, -0.16], [0.05, -0.03, 0.19], [-0.05, -0.67, -0.14], [0.52, -0.75, -0.45], [-0.44, -0.25, -0.53], [-0.90, 0.05, 1.02], [0.08, -0.71, -0.63], [0.00, -0.63, -0.50], [-0.40, -0.05, -0.14], [-0.60, -0.06, -0.58], [-0.22, -0.75, -0.19], [-0.06, -0.14, 0.28], [0.16, -0.75, -0.09], [0.01, -0.31, 0.40], [0.48, 0.12, 0.34], [0.28, -1.19, 0.26], [-0.03, -0.30, 0.05], [-0.77, -0.22, 0.81], [0.19, 0.52, 0.77], [-0.71, 0.83, 0.07], [1.31, 0.44, 0.07], [0.74, -0.15, 0.09], [0.03, -0.22, -0.08], [0.96, -0.50, 0.75], [0.72, 0.02, -0.87], [0.45, 1.42, -0.99], [-0.03, -0.58, 1.27], [-1.10, 0.81, -0.62], [-0.09, -0.71, 0.42], [1.15, -0.39, -1.12], [-1.16, -0.02, 1.50], [-0.32, 0.10, -0.42], [-0.86, -0.10, 1.07], [0.00, -0.14, 0.59], [1.10, 0.14, -0.37], [-0.39, 0.35, 0.62], [0.41, 0.94, 0.10], [-1.60, -0.16, -0.18], [-1.16, -1.13, -0.79], [-0.28, -1.42, -0.94], [0.66, 0.35, 0.61], [0.00, 1.75, 0.38], [0.02, 0.52, -0.54], [0.49, 0.16, -1.94], [0.95, 0.60, 0.32], [0.57, 0.18, 0.05], [0.72, 0.15, 0.16], [-0.19, -0.51, -0.56], [-0.43, -1.00, -1.41], [0.53, 0.69, -0.13], [0.19, 0.63, -0.73], [-0.83, -1.14, -0.82], [-0.43, -1.61, 0.00], [0.37, 1.14, -0.50], [0.01, -0.39, -0.44], [-0.26, 1.53, 0.78], [-0.06, -0.35, 0.00], [-0.14, 0.56, 0.05], [0.06, -0.40, 0.34], [0.20, 0.35, -0.32], [0.08, -0.47, 0.29], [-0.19, 0.04, -0.02], [-0.04, -0.02, -0.28], [0.62, -0.37, 0.38], [-0.56, 0.84, 0.00], [0.05, -0.14, -0.31], [0.23, 0.10, 0.06], [-0.07, 0.22, -0.02], [0.06, 0.16, -0.25], [-0.22, -0.53, 0.54], [-0.02, 0.31, -0.56], [-0.04, -0.14, 0.10], [-0.15, 0.48, -0.78], [-0.57, 0.02, -0.13], [-0.05, -0.54, -0.03], [0.18, 0.73, 0.14], [0.10, 0.27, 0.24], [0.54, -0.14, 0.34], [0.27, 0.01, 0.07], [-0.03, -0.56, 0.44], [-0.08, -0.03, 0.49], [0.04, -0.10, 0.34], [-0.15, 0.22, 0.05], [-0.48, -0.28, 0.17], [0.38, -0.15, 0.16], [0.16, 0.05, -0.30], [0.00, 0.48, 0.24], [0.25, 0.35, 0.11], [-0.08, 0.32, 0.07], [-0.10, -0.16, -0.25], [0.35, -0.11, 0.42], [-0.22, -0.01, -0.02], [0.33, 0.15, 0.26], [0.60, -0.59, -0.50], [-0.09, -0.25, -0.12], [0.11, -0.07, -0.22], [0.27, 0.17, 0.27], [0.40, 0.31, -0.09], [0.24, -0.05, 0.68], [0.06, -0.04, -0.19], [0.30, 0.00, -0.12], [-0.56, -0.01, -0.39], [-0.29, 0.11, 0.09], [0.28, -0.38, -0.48], [0.11, 0.24, -0.18], [0.07, 0.05, 0.27], [-0.15, 0.20, 0.08], [-0.61, 0.10, 0.20], [0.14, -0.03, -0.37], [-0.50, 0.12, 0.34], [-0.15, 0.21, 0.38], [-0.17, 0.33, -0.22], [0.36, 0.57, 0.27], [-0.25, -0.14, 0.04], [-0.28, -0.31, -0.22], [-0.09, -0.19, 0.00], [-0.07, -0.01, -0.11], [-0.29, -0.30, 0.21], [0.03, -0.32, -0.08], [0.41, -0.04, 0.14], [-0.15, 0.14, -0.18], [-0.16, 0.16, 0.22], [0.25, 0.04, 0.03], [-0.52, -0.16, 0.30], [-0.03, -0.29, 0.53], [0.36, 0.14, 0.59], [-0.27, 0.31, -0.13], [-0.14, 0.11, -0.02], [0.40, -0.07, -0.48], [-0.28, -0.36, 0.00], [0.18, 0.36, 0.35], [0.00, -0.11, -0.20], [-0.18, 0.17, 0.09], [-0.13, 0.08, 0.13], [-0.40, 0.64, 0.07], [-0.03, -0.11, 0.30]], "lowdin_charge": [0.51, 0.49, 0.13, 0.14, 0.12, 0.12, 0.09, 0.13, -0.17, -0.31, -0.20, -0.34, -0.32, -0.16, -0.28, -0.33, -0.21, -0.20, -0.17, -0.19, -0.18, -0.26, -0.17, -0.19, 0.09, 0.08, 0.06, 0.07, 0.05, -0.10, -0.10, -0.63, -0.24, -0.19, -0.18, -0.10, -0.08, -0.09, -0.19, -0.09, -0.07, -0.07, -0.07, -0.20, -0.08, -0.07, -0.66, -0.08, -0.11, -0.20, -0.08, -0.08, -0.09, -0.11, -0.19, -0.23, -0.09, -0.08, -0.21, -0.08, -0.24, 0.10, 0.14, 0.14, 0.15, 0.19, 0.12, 0.10, 0.10, 0.12, 0.10, 0.11, 0.10, 0.10, 0.06, 0.11, 0.10, 0.11, 0.10, 0.14, 0.12, 0.10, 0.11, 0.15, 0.10, 0.07, 0.15, 0.13, 0.14, 0.14, 0.13, 0.09, 0.12, 0.09, 0.09, 0.14, 0.12, 0.12, 0.15, 0.13, 0.14, 0.13, 0.12, 0.09, 0.18, 0.18, 0.10, 0.08, 0.08, 0.14, 0.13, 0.14, 0.15, 0.09, 0.10, 0.13, 0.08, 0.14, 0.09, 0.15, 0.08, 0.14, 0.10, 0.15, 0.19, 0.09, 0.12, 0.14, 0.19, 0.10, 0.09, 0.14, 0.13, 0.10, 0.18, 0.15, 0.10, 0.15, 0.10, 0.15, 0.11], "homo_ev": -14.5, "e_above_lowest_kcal_mol": 5.8, "charge": 3}

***

[2]
{"formula": "C20H25Cl2NO6SSc", "method": "the ωB97M-V functional and the def2-TZVPD basis", "symbols": ["Sc", "Cl", "Cl", "S", "O", "O", "O", "O", "O", "O", "N", "C", "C", "C", "C", "C", "C", "C", "C", "C", "C", "C", "C", "C", "C", "C", "C", "C", "C", "C", "C", "H", "H", "H", "H", "H", "H", "H", "H", "H", "H", "H", "H", "H", "H", "H", "H", "H", "H", "H", "H", "H", "H", "H", "H", "H"], "coordinates": [[-0.19050, -0.14704, -0.31151], [1.91912, 3.93719, 1.81613], [1.04105, 4.46655, -0.93192], [0.71852, -2.38251, -0.69968], [0.05791, 1.82861, 0.78347], [1.45646, 1.16565, -0.76287], [-1.82111, 1.44046, -1.08112], [-1.95343, -1.41367, -1.34987], [-0.23770, 0.08106, -2.63421], [-2.04943, -0.25395, 0.96253], [1.21427, -0.61090, 1.62664], [3.57980, -1.14959, 1.89276], [-1.89063, 1.83183, -2.44909], [3.59454, -0.38237, 3.07850], [-2.82272, 0.95840, 1.00765], [-0.57677, 1.40104, -3.06833], [2.35230, -1.26885, 1.21076], [3.40620, -2.75590, -0.36334], [-2.74721, -1.50512, 0.84867], [2.27315, -2.11573, 0.07526], [-0.79832, -1.01302, -3.36711], [2.43741, 0.16359, 3.53461], [0.00001, 0.62712, 3.36319], [4.72941, -1.80895, 1.40593], [1.24609, 0.02870, 2.78352], [-3.10015, -1.78286, -0.59881], [-3.05473, 1.52043, -0.38189], [1.07223, 2.02606, 0.08384], [-2.12069, -1.45116, -2.76271], [4.64067, -2.59172, 0.29154], [1.85345, 3.32630, 0.17074], [-0.06984, -1.81597, -3.28529], [-0.92457, -0.74019, -4.41597], [-2.95139, -0.79566, -3.04293], [2.86322, 3.18128, -0.19536], [2.40248, 0.71473, 4.46448], [4.52187, -0.26758, 3.62670], [-2.04356, -2.25364, 1.21119], [-3.76917, 0.77262, 1.51706], [0.23353, 2.03864, -2.71984], [-3.63230, -1.50024, 1.48559], [-2.74880, 1.34644, -2.92381], [-2.22638, 1.65616, 1.59089], [5.66516, -1.69076, 1.93713], [5.51253, -3.10731, -0.08802], [-0.05206, 0.37853, 4.42377], [-3.96538, -1.20268, -0.93493], [-0.61727, 1.44495, -4.15740], [-2.35778, -2.46705, -3.09014], [-2.01677, 2.91482, -2.52763], [-3.38413, 2.56024, -0.30203], [0.01807, 1.71334, 3.27182], [-3.32420, -2.84461, -0.73277], [-3.81798, 0.96160, -0.93317], [-0.88560, 0.24122, 2.87118], [3.34115, -3.40856, -1.22382]], "forces_ev_per_a": [[0.13, 0.02, 0.04], [0.01, 0.00, 0.01], [0.01, -0.01, 0.00], [-0.08, 0.00, -0.03], [0.03, 0.04, 0.02], [-0.04, 0.04, 0.02], [-0.01, 0.00, -0.03], [-0.03, -0.02, 0.00], [-0.01, -0.03, -0.03], [0.01, 0.00, -0.02], [-0.03, -0.02, 0.00], [-0.03, 0.02, 0.01], [0.00, -0.01, -0.01], [0.00, 0.00, -0.01], [0.02, 0.03, 0.00], [0.01, 0.01, 0.03], [0.03, 0.00, 0.00], [0.02, 0.01, 0.02], [0.01, -0.01, -0.01], [0.03, -0.01, -0.01], [-0.01, -0.01, 0.00], [0.00, 0.01, 0.00], [0.00, -0.02, 0.01], [0.01, -0.01, -0.01], [-0.01, 0.01, 0.00], [0.00, 0.00, 0.00], [-0.01, -0.02, 0.00], [-0.04, -0.04, 0.01], [0.01, 0.00, -0.02], [0.00, -0.01, -0.01], [-0.02, 0.00, -0.01], [0.01, 0.00, 0.00], [0.00, 0.00, 0.00], [0.00, 0.00, 0.01], [0.00, 0.01, 0.00], [0.00, 0.00, 0.00], [0.00, 0.00, 0.00], [0.01, 0.01, 0.01], [-0.01, 0.00, -0.01], [0.01, -0.01, 0.00], [0.00, 0.00, 0.00], [-0.01, 0.01, 0.00], [0.00, -0.01, 0.01], [0.00, 0.00, 0.00], [0.01, 0.00, 0.01], [0.00, 0.00, 0.00], [0.00, 0.00, -0.01], [-0.01, 0.00, 0.00], [0.00, 0.00, 0.00], [0.01, 0.00, -0.01], [0.00, 0.00, 0.01], [0.00, 0.00, 0.00], [0.00, 0.00, 0.00], [0.00, 0.00, -0.01], [0.00, 0.00, 0.00], [-0.02, 0.00, 0.00]], "nbo_charge": [1.53, 0.03, 0.01, -0.28, -0.70, -0.71, -0.55, -0.55, -0.54, -0.56, -0.52, -0.02, -0.09, -0.11, -0.09, -0.09, 0.13, -0.20, -0.09, -0.15, -0.09, -0.27, -0.65, -0.21, 0.30, -0.09, -0.08, 0.77, -0.08, -0.18, -0.31, 0.24, 0.21, 0.18, 0.26, 0.23, 0.23, 0.24, 0.21, 0.23, 0.21, 0.18, 0.24, 0.22, 0.23, 0.23, 0.18, 0.21, 0.21, 0.21, 0.21, 0.25, 0.22, 0.18, 0.22, 0.23], "homo_ev": -10.2, "e_above_lowest_kcal_mol": 0.0, "charge": 1}

***

[3]
{"formula": "C5H8O2", "method": "the ωB97M-V functional and the def2-TZVPD basis", "symbols": ["O", "O", "C", "C", "C", "C", "C", "H", "H", "H", "H", "H", "H", "H", "H"], "coordinates": [[-0.43024, 1.99737, 0.32350], [-1.70285, -1.58583, -0.86053], [1.13113, 0.16531, -0.58295], [0.50653, 1.24745, 0.28073], [-1.64494, -0.72098, 0.25961], [1.96068, 1.21943, 0.21675], [-0.40615, -0.75826, 1.03321], [-2.33433, -1.04791, 1.07706], [1.34227, -0.86339, -0.31098], [2.43437, 2.03970, -0.31916], [-1.92901, 0.31017, 0.01275], [-2.48693, -1.35758, -1.37540], [0.05455, -1.74942, 0.85721], [2.53609, 0.80416, 1.03806], [0.96881, 0.29978, -1.64986]], "forces_ev_per_a": [[0.47, -0.34, -0.07], [-0.21, -0.04, -0.20], [-0.09, -0.28, -0.16], [-0.26, 0.39, -0.01], [0.26, 0.30, 0.35], [0.04, 0.12, 0.17], [-0.15, -0.11, -0.22], [0.08, 0.01, -0.04], [-0.06, 0.14, -0.05], [-0.08, -0.13, 0.10], [-0.01, -0.17, 0.01], [0.12, -0.10, 0.04], [0.02, 0.15, 0.02], [-0.14, 0.01, -0.11], [0.02, 0.04, 0.14]], "nbo_charge": [-0.52, -0.73, -0.52, 0.62, -0.27, -0.51, -0.11, 0.23, 0.26, 0.24, 0.22, 0.47, 0.13, 0.25, 0.24], "homo_ev": -8.9, "e_above_lowest_kcal_mol": 147.2, "charge": 0}